[1]
{
  "formula": "C17H21FFeO6",
  "method": "ωB97M-V/def2-TZVPD",
  "spin_multiplicity": 5,
  "s2": 6.147,
  "energy_ev": -67352.766,
  "total_charge": 0,
  "orbital_gap_ha": [0.2415, 0.2350],
  "lumo_ev": [0.43, -2.04],
  "elements": ["C", "C", "O", "C", "C", "F", "C", "O", "O", "C", "C", "O", "H", "H", "H", "H", "H", "H", "H", "H", "H", "H", "C", "C", "C", "Fe", "C", "O", "C", "O", "C", "C", "C", "C", "C", "H", "H", "H", "H", "H", "H", "H", "H", "H", "H", "H"],
  "coordinates": [[-4.617, 0.112, 0.544], [-3.481, -0.831, 0.826], [-2.304, -0.071, 1.145], [-1.288, -0.911, 1.481], [-0.021, -0.187, 1.545], [0.008, 0.889, 0.713], [1.234, -0.934, 1.548], [1.357, -2.130, 1.763], [2.256, -0.110, 1.207], [3.412, -0.877, 0.840], [4.539, 0.071, 0.545], [-1.433, -2.113, 1.639], [-5.487, -0.489, 0.278], [-4.874, 0.714, 1.420], [-4.389, 0.776, -0.294], [-3.714, -1.499, 1.666], [-3.265, -1.440, -0.064], [3.671, -1.559, 1.659], [3.179, -1.470, -0.056], [5.419, -0.517, 0.291], [4.304, 0.718, -0.304], [4.774, 0.696, 1.409], [-1.615, 1.611, 3.586], [-0.277, 2.201, 3.450], [0.707, 2.124, 4.471], [0.541, 2.841, 6.436], [1.456, 1.350, 7.037], [1.694, 0.256, 7.359], [-1.090, 2.021, 6.738], [-1.947, 1.320, 7.105], [2.021, 4.201, 6.781], [1.369, 3.794, 8.008], [-0.030, 4.094, 7.881], [-0.234, 4.720, 6.595], [1.026, 4.776, 5.921], [-2.094, 1.404, 2.612], [-1.534, 0.657, 4.130], [-2.307, 2.237, 4.186], [-0.109, 2.816, 2.568], [0.840, 1.088, 4.841], [1.679, 2.586, 4.209], [3.088, 4.146, 6.582], [1.862, 3.428, 8.902], [-0.774, 3.976, 8.666], [-1.177, 5.124, 6.217], [1.212, 5.259, 4.966]],
  "forces_ev_per_angstrom": [[-0.1, 0.2, 0.0], [-0.5, -0.1, -0.1], [0.4, -1.1, -0.2], [-1.3, -1.0, 0.2], [0.0, 0.3, -1.9], [-0.1, -0.6, 1.3], [1.2, -1.0, 0.4], [-0.4, 1.7, -0.2], [-0.5, -0.9, 0.0], [0.6, -0.1, 0.0], [0.1, 0.2, -0.1], [0.4, 1.7, 0.0], [-0.1, 0.1, 0.0], [0.1, 0.0, -0.1], [0.0, -0.1, 0.1], [0.1, 0.1, -0.3], [0.0, 0.0, 0.3], [-0.1, 0.1, -0.2], [-0.1, 0.0, 0.3], [0.1, 0.1, 0.0], [0.0, 0.0, 0.1], [0.0, 0.0, -0.1], [-0.7, -0.8, 0.0], [0.8, 1.0, 0.7], [0.7, -1.0, -2.0], [-1.7, -2.9, -3.2], [0.9, -4.8, 1.4], [-0.3, 2.6, -0.7], [-2.4, -3.4, 0.8], [1.9, 2.1, -0.8], [0.4, 1.4, 1.5], [0.6, 2.5, 0.1], [0.5, 2.1, 0.7], [0.0, 1.7, 1.0], [0.0, 0.3, 0.6], [0.2, 0.4, 0.7], [-0.2, 0.1, 0.0], [0.3, -0.1, -0.2], [0.0, 0.2, 0.3], [-0.2, 0.5, -0.2], [-0.5, -0.3, 0.0], [-0.3, -0.1, 0.0], [-0.2, -0.2, -0.3], [0.2, -0.1, -0.3], [0.4, -0.4, 0.2], [-0.1, -0.4, 0.1]]
}

[2]
{
  "formula": "C17H21MnN3O6",
  "method": "ωB97M-V/def2-TZVPD",
  "spin_multiplicity": 2,
  "s2": 0.797,
  "energy_ev": -66026.986,
  "total_charge": 2,
  "orbital_gap_ha": [0.2058, 0.2066],
  "lumo_ev": [-9.77, -9.74],
  "elements": ["Mn", "O", "C", "C", "N", "C", "C", "O", "O", "C", "C", "O", "O", "H", "H", "H", "H", "H", "H", "H", "H", "H", "C", "N", "N", "C", "O", "C", "C", "C", "C", "C", "C", "C", "C", "C", "H", "H", "H", "H", "H", "H", "H", "H", "H", "H", "H", "H"],
  "coordinates": [[-1.512, 0.438, 0.416], [-1.982, -0.232, -1.362], [-2.645, -1.499, -1.594], [-4.044, -1.533, -0.979], [-4.010, -1.381, 0.475], [-4.802, -0.344, 1.065], [-4.325, 1.095, 0.646], [-5.112, 1.936, 0.358], [-3.031, 1.285, 0.764], [-3.424, -2.413, 1.255], [-1.841, -2.285, 1.416], [-1.215, -3.266, 1.656], [-1.390, -1.070, 1.389], [-2.352, 0.459, -1.938], [-1.987, -2.258, -1.173], [-2.709, -1.656, -2.670], [-4.518, -2.489, -1.220], [-4.664, -0.739, -1.397], [-4.777, -0.420, 2.151], [-5.837, -0.429, 0.714], [-3.592, -3.384, 0.786], [-3.837, -2.420, 2.262], [4.592, 1.381, -0.884], [3.215, 1.860, -0.847], [2.205, 1.139, -0.274], [1.057, 1.823, -0.453], [-0.045, 1.388, 0.090], [1.328, 2.976, -1.178], [2.700, 2.965, -1.405], [3.551, 3.944, -2.129], [2.397, -0.044, 0.511], [2.892, 0.065, 1.801], [3.044, -1.090, 2.553], [2.690, -2.322, 2.019], [2.194, -2.414, 0.725], [2.050, -1.268, -0.043], [4.594, 0.301, -0.766], [5.175, 1.839, -0.086], [5.017, 1.637, -1.851], [0.628, 3.738, -1.469], [2.969, 4.828, -2.375], [3.929, 3.516, -3.059], [4.404, 4.248, -1.523], [3.144, 1.035, 2.210], [3.434, -1.026, 3.559], [2.807, -3.218, 2.613], [1.932, -3.379, 0.313], [1.703, -1.318, -1.070]],
  "forces_ev_per_angstrom": [[-1.1, -0.6, 0.3], [0.2, 0.6, 0.4], [-0.5, -0.6, -0.1], [0.1, -0.1, 0.5], [0.5, 0.5, -0.1], [0.1, -0.1, -0.6], [-2.4, -0.5, 0.3], [0.5, -0.1, -0.2], [2.9, -0.1, -0.1], [0.3, 0.5, -0.3], [-1.3, -2.0, 0.4], [0.3, 0.1, -0.2], [0.8, 2.6, -0.8], [0.1, -0.1, 0.0], [0.0, 0.0, 0.0], [0.1, 0.0, 0.0], [0.1, 0.0, -0.2], [0.0, 0.0, 0.0], [0.0, 0.1, 0.0], [0.1, 0.3, 0.1], [0.1, 0.0, 0.1], [0.1, -0.1, 0.0], [0.0, 0.0, 0.1], [-0.3, -0.1, -0.1], [0.2, 0.2, 0.0], [0.6, 0.2, -0.4], [-1.4, -0.5, 0.6], [-0.1, -0.1, 0.1], [0.1, 0.0, 0.0], [0.0, 0.0, 0.0], [0.0, -0.2, 0.0], [0.0, 0.0, 0.0], [0.0, 0.0, 0.0], [0.0, 0.0, 0.0], [0.0, 0.0, 0.0], [0.0, 0.0, -0.1], [0.0, 0.0, 0.0], [0.0, 0.0, 0.0], [0.0, 0.0, 0.0], [0.0, 0.0, 0.0], [0.0, 0.0, 0.0], [0.0, 0.0, 0.0], [0.0, 0.0, 0.0], [0.0, 0.0, 0.0], [0.0, 0.0, 0.0], [0.0, 0.0, 0.0], [0.0, 0.0, 0.0], [0.0, 0.0, 0.0]]
}

[3]
{
  "formula": "C17H21MoN7O2S2",
  "method": "ωB97M-V/def2-TZVPD",
  "spin_multiplicity": 3,
  "s2": 2.022,
  "energy_ev": -55984.155,
  "total_charge": 4,
  "orbital_gap_ha": [0.2545, 0.2283],
  "lumo_ev": [-13.02, -13.75],
  "elements": ["Mo", "C", "C", "N", "N", "C", "N", "S", "C", "C", "C", "C", "C", "N", "H", "H", "H", "H", "H", "H", "H", "H", "H", "H", "N", "C", "C", "O", "O", "H", "H", "H", "H", "H", "N", "C", "N", "C", "C", "C", "C", "C", "C", "S", "H", "H", "H", "H", "H", "H"],
  "coordinates": [[-0.255, 0.066, -0.200], [1.647, 4.101, -0.736], [1.282, 2.660, -0.679], [0.079, 2.193, -0.605], [-1.013, 3.037, -0.662], [-2.129, 2.504, -1.195], [-3.138, 3.261, -1.542], [-2.207, 0.786, -1.396], [2.292, 1.599, -0.825], [3.620, 1.855, -1.081], [4.470, 0.790, -1.398], [3.948, -0.486, -1.453], [2.607, -0.681, -1.150], [1.783, 0.330, -0.830], [0.927, 4.748, -0.238], [1.743, 4.412, -1.782], [2.604, 4.266, -0.247], [-0.845, 4.038, -0.676], [-3.110, 4.274, -1.503], [-3.988, 2.852, -1.911], [4.006, 2.864, -1.069], [5.514, 0.977, -1.615], [4.557, -1.338, -1.724], [2.180, -1.673, -1.167], [-3.004, -0.159, 3.843], [-1.609, 0.348, 3.598], [-1.216, 0.204, 2.144], [-0.125, 0.739, 1.732], [-1.900, -0.433, 1.320], [-3.722, 0.490, 3.505], [-3.170, -0.293, 4.848], [-3.168, -1.056, 3.372], [-0.927, -0.236, 4.218], [-1.554, 1.386, 3.923], [1.212, -2.249, 2.627], [0.613, -2.659, 1.507], [0.379, -1.849, 0.469], [-0.283, -2.543, -0.546], [-0.640, -1.935, -1.748], [-1.390, -2.676, -2.671], [-1.709, -3.996, -2.383], [-1.314, -4.612, -1.196], [-0.614, -3.862, -0.265], [0.043, -4.282, 1.306], [1.735, -1.385, 2.621], [1.472, -2.920, 3.337], [-0.202, -0.985, -2.124], [-1.672, -2.240, -3.620], [-2.254, -4.579, -3.114], [-1.551, -5.654, -1.024]],
  "forces_ev_per_angstrom": [[0.1, 0.0, 0.3], [-0.1, 0.0, 0.0], [0.1, 0.0, 0.0], [-0.1, -0.3, 0.0], [0.0, 0.0, -0.1], [-0.1, 0.0, 0.0], [0.0, 0.0, 0.0], [-0.1, 0.1, -0.1], [0.0, 0.0, 0.0], [-0.1, -0.1, 0.0], [0.0, 0.1, 0.0], [-0.1, 0.0, 0.0], [0.0, 0.0, 0.0], [0.0, 0.0, -0.1], [0.0, 0.0, 0.0], [0.0, 0.0, 0.0], [0.0, 0.0, 0.0], [0.0, 0.0, 0.0], [0.0, 0.0, 0.0], [0.0, 0.0, 0.0], [0.0, 0.0, 0.0], [0.0, 0.0, 0.0], [0.0, 0.0, 0.0], [0.0, 0.0, 0.0], [0.1, 0.0, -0.1], [-0.1, 0.0, 0.1], [-0.1, 0.0, 0.1], [0.1, 0.1, 0.3], [0.0, 0.0, 0.1], [0.0, 0.0, 0.0], [0.0, 0.0, 0.0], [0.0, 0.0, 0.0], [0.0, 0.0, 0.0], [0.1, 0.0, 0.0], [0.0, 0.0, 0.0], [-0.1, 0.0, 0.1], [0.0, -0.1, -0.2], [0.1, 0.0, -0.1], [0.0, 0.1, -0.3], [0.0, 0.0, 0.2], [-0.1, 0.0, -0.1], [0.0, -0.1, 0.1], [0.0, 0.2, 0.0], [0.0, 0.1, 0.0], [0.0, 0.0, 0.0], [0.0, 0.0, 0.0], [0.2, -0.2, 0.0], [0.0, 0.0, 0.0], [0.0, 0.0, 0.0], [0.0, 0.0, 0.0]]
}

[4]
{
  "formula": "C17H21N2O7RhS2Se2",
  "method": "ωB97M-V/def2-TZVPD",
  "energy_ev": -190654.650,
  "total_charge": -2,
  "orbital_gap_ha": [0.2172, 0.2104],
  "lumo_ev": [3.71, 3.73],
  "elements": ["Rh", "O", "C", "O", "C", "C", "C", "N", "C", "C", "C", "O", "O", "H", "H", "H", "O", "C", "C", "C", "O", "C", "Se", "C", "Se", "H", "H", "H", "H", "H", "H", "H", "H", "H", "H", "C", "C", "O", "H", "H", "H", "S", "C", "N", "C", "C", "S", "H", "H", "H", "H", "H"],
  "coordinates": [[-0.294, -0.322, -0.192], [5.496, 0.024, 4.541], [4.426, 0.661, 4.674], [4.044, 1.420, 5.586], [3.404, 0.452, 3.520], [3.534, -0.648, 2.676], [2.563, -0.882, 1.721], [1.536, -0.055, 1.524], [1.432, 1.027, 2.282], [2.324, 1.298, 3.316], [0.304, 1.978, 1.935], [0.161, 2.993, 2.610], [-0.410, 1.631, 0.928], [4.384, -1.307, 2.789], [2.599, -1.770, 1.098], [2.160, 2.160, 3.946], [-4.339, -0.027, -5.050], [-2.965, 0.182, -5.383], [-2.071, 0.038, -4.141], [-0.645, 0.121, -4.722], [0.437, 0.152, -3.830], [-2.396, 1.181, -3.198], [-1.438, 1.458, -1.476], [-2.424, -1.300, -3.487], [-1.172, -2.133, -2.227], [-4.857, 0.055, -5.854], [-2.829, 1.181, -5.813], [-2.642, -0.553, -6.133], [-0.611, 1.015, -5.367], [-0.487, -0.759, -5.357], [0.222, 0.750, -3.092], [-3.450, 1.104, -2.929], [-2.261, 2.130, -3.725], [-2.553, -2.055, -4.268], [-3.376, -1.185, -2.972], [2.007, -1.577, -1.597], [1.481, -0.219, -1.188], [2.038, 0.798, -1.406], [3.094, -1.546, -1.682], [1.558, -1.761, -2.574], [1.679, -2.366, -0.926], [-0.713, -2.351, 1.114], [-1.991, -1.213, 1.019], [-3.157, -1.538, 0.365], [-4.072, -0.408, 0.332], [-4.105, 0.122, 1.766], [-2.460, -0.276, 2.461], [-2.992, -2.037, -0.512], [-5.054, -0.736, -0.011], [-3.704, 0.384, -0.325], [-4.853, -0.384, 2.377], [-4.260, 1.197, 1.797]],
  "forces_ev_per_angstrom": [[0.3, 1.1, -1.5], [-0.1, 0.1, 0.1], [-0.1, 0.0, -0.1], [0.1, -0.1, -0.1], [0.1, 0.0, 0.2], [-0.1, 0.0, -0.1], [0.0, 0.1, 0.2], [0.2, -0.5, -0.4], [0.1, 0.2, 0.0], [0.0, -0.1, 0.0], [0.1, -0.1, 0.0], [-0.1, 0.0, -0.1], [0.1, -0.6, 0.0], [0.0, 0.0, 0.1], [0.0, 0.0, 0.0], [0.1, 0.0, 0.0], [0.0, 0.0, 0.0], [0.0, 0.0, -0.1], [0.0, -0.2, -0.1], [0.0, 0.0, 0.0], [0.0, 0.1, -0.1], [-0.1, 0.0, 0.3], [0.3, 0.2, -0.3], [0.3, 0.1, 0.1], [0.4, 0.5, 0.9], [0.0, 0.0, 0.0], [0.0, 0.0, 0.0], [0.0, 0.0, 0.0], [0.0, 0.0, -0.1], [0.0, 0.0, 0.0], [0.0, 0.0, 0.0], [0.0, 0.0, -0.1], [0.1, 0.0, 0.1], [0.0, 0.0, 0.0], [-0.1, 0.0, -0.1], [0.1, -0.1, 0.0], [-0.6, -0.1, -0.2], [0.2, 0.4, 0.0], [0.0, 0.1, 0.1], [0.0, 0.0, 0.0], [0.0, 0.0, 0.0], [-0.1, 0.4, 0.2], [-1.2, -2.4, 1.8], [0.1, 0.6, -0.6], [-0.1, 0.0, 0.1], [0.2, -0.1, 0.1], [0.2, 0.5, -0.4], [0.2, 0.1, 0.0], [0.0, 0.0, 0.1], [0.1, 0.0, -0.1], [-0.1, 0.0, 0.0], [0.0, 0.0, 0.0]]
}

[5]
{
  "formula": "C17H21N3O3S",
  "method": "ωB97M-V/def2-TZVPD",
  "energy_ev": -39418.390,
  "total_charge": 0,
  "orbital_gap_ha": 0.3662,
  "lumo_ev": 0.40,
  "elements": ["C", "C", "N", "S", "O", "O", "C", "C", "C", "C", "C", "C", "C", "O", "N", "C", "C", "C", "C", "N", "C", "C", "C", "C", "H", "H", "H", "H", "H", "H", "H", "H", "H", "H", "H", "H", "H", "H", "H", "H", "H", "H", "H", "H", "H"],
  "coordinates": [[1.780, 0.059, 2.391], [3.057, -0.623, 1.903], [3.817, 0.161, 0.964], [3.500, 0.022, -0.659], [4.476, 0.836, -1.318], [3.410, -1.375, -0.954], [1.884, 0.760, -0.924], [0.899, 0.024, -1.550], [-0.352, 0.587, -1.741], [-0.622, 1.878, -1.302], [-1.997, 2.466, -1.431], [-2.751, 2.425, -0.089], [-3.051, 0.991, 0.317], [-4.102, 0.442, 0.069], [-2.048, 0.386, 0.997], [-2.117, -1.010, 1.390], [-1.498, -1.907, 0.348], [-2.181, -2.171, -0.835], [-1.565, -2.962, -1.791], [-0.356, -3.476, -1.644], [0.293, -3.229, -0.520], [-0.233, -2.457, 0.507], [0.397, 2.614, -0.700], [1.652, 2.060, -0.517], [1.094, 0.220, 1.562], [2.013, 1.022, 2.842], [1.291, -0.559, 3.140], [3.700, -0.858, 2.758], [2.826, -1.550, 1.376], [4.059, 1.094, 1.253], [1.127, -0.978, -1.875], [-1.127, 0.016, -2.232], [-1.923, 3.506, -1.754], [-2.573, 1.914, -2.175], [-3.704, 2.942, -0.203], [-2.165, 2.923, 0.686], [-1.152, 0.842, 1.061], [-1.616, -1.130, 2.353], [-3.180, -1.246, 1.495], [-3.168, -1.764, -0.994], [-2.061, -3.198, -2.724], [1.282, -3.659, -0.445], [0.331, -2.297, 1.413], [0.205, 3.628, -0.379], [2.452, 2.630, -0.069]],
  "forces_ev_per_angstrom": [[0.2, -0.2, -0.1], [-0.4, -0.3, 0.3], [0.1, 0.0, -1.0], [0.2, 0.4, 0.4], [-0.1, 0.2, 0.1], [-0.3, -0.1, 0.1], [0.5, -0.4, 0.0], [0.1, -0.2, 0.0], [0.1, 0.2, 0.0], [0.1, -0.1, -0.2], [0.0, 0.0, 0.2], [-0.2, -0.1, -0.2], [0.3, 0.6, 0.3], [-0.4, -0.2, -0.3], [0.2, -0.2, 0.3], [-0.1, 0.0, 0.0], [0.0, -0.1, 0.0], [0.1, -0.1, 0.1], [-0.3, 0.2, 0.0], [0.3, -0.3, -0.4], [0.1, 0.1, 0.3], [-0.2, 0.0, -0.1], [0.1, -0.1, 0.0], [0.0, 0.1, 0.0], [-0.1, 0.0, 0.0], [0.0, 0.1, 0.1], [-0.1, 0.0, 0.1], [0.0, -0.1, -0.2], [0.0, -0.1, 0.3], [0.1, 0.2, -0.1], [-0.1, -0.1, -0.1], [-0.1, -0.1, 0.0], [0.0, 0.0, -0.1], [0.0, 0.1, 0.0], [0.0, -0.1, 0.1], [0.0, 0.0, 0.0], [-0.1, 0.1, 0.0], [-0.1, 0.0, -0.1], [0.2, 0.0, 0.1], [-0.1, 0.0, 0.0], [-0.1, 0.0, -0.1], [0.1, 0.0, 0.1], [0.1, 0.0, 0.1], [0.0, 0.1, 0.0], [0.1, 0.2, 0.1]]
}